Record 1
{
  "formula": "C16H19BrClNO3",
  "method": "wB97M-V/def2-TZVPD",
  "orbital_gap_ev": 7.8255,
  "charge": 0,
  "lumo_ev": -0.9,
  "max_force_ev_per_a": 17.5,
  "symbols": ["C", "H", "C", "H", "H", "C", "N", "C", "O", "C", "H", "H", "O", "C", "O", "C", "C", "C", "C", "C", "C", "Cl", "H", "H", "Br", "H", "C", "H", "C", "C", "C", "H", "H", "H", "H", "H", "H", "H", "H", "H", "H"],
  "xyz": [[0.02662, 4.26256, -0.26917], [0.11358, 5.26660, -0.27146], [1.06712, 3.47042, -1.17823], [1.98273, 3.72766, -0.55203], [0.97100, 4.13961, -2.02576], [0.80328, 2.18558, -1.17702], [0.66921, 1.53862, 0.21408], [-0.72465, 1.10230, 0.19534], [-1.60231, 1.13855, -0.59682], [-1.01948, 0.52500, 1.73868], [0.04474, 0.48020, 2.22111], [-1.69189, 1.33402, 2.00889], [-1.82310, -0.65889, 1.70541], [-0.89351, -1.70876, 0.93333], [0.05962, -1.46183, 0.48895], [-1.63113, -2.89307, 0.91575], [-1.40197, -3.74982, -0.09240], [-1.94597, -4.90161, -0.41203], [-3.06737, -5.43500, 0.16723], [-3.30667, -4.56930, 1.39522], [-2.83628, -3.27337, 1.57537], [-3.09005, -2.40070, 3.01082], [-4.13229, -4.89957, 1.94215], [-3.37007, -6.27465, 0.15660], [-1.51581, -5.95640, -2.24428], [-0.53557, -3.48170, -0.89354], [1.62647, 1.33202, 1.02041], [1.67195, 0.30203, 1.25817], [3.12298, 1.23649, 0.16431], [2.72962, 0.43002, -1.16670], [1.89719, 1.39336, -2.22877], [2.42990, 2.23154, -2.62509], [1.43241, 0.79528, -2.93186], [2.07042, -0.37809, -0.92551], [3.60260, 0.23774, -1.70987], [3.58581, 2.08064, -0.28861], [3.63112, 0.66133, 0.54104], [2.00916, 2.03310, 1.75066], [-0.12351, 2.06016, -1.81906], [0.09540, 4.00793, 0.65813], [-0.93129, 4.07000, -0.65345]],
  "atomic_forces_ev_per_a": [[0.19, -1.62, -5.11], [0.84, 3.52, -0.50], [1.68, 11.08, 4.35], [-0.14, -0.24, -1.42], [0.77, -0.95, -0.98], [-0.65, -9.30, -3.98], [-10.13, 2.96, -10.12], [2.86, -1.81, 6.24], [-0.10, 0.39, -1.37], [0.66, 0.81, -2.52], [-2.69, -0.23, -0.14], [0.24, 0.02, 1.06], [4.42, -0.42, -2.01], [-12.67, 0.99, 7.03], [11.59, 3.23, -5.01], [-3.97, -2.94, -0.48], [6.39, 2.20, -4.64], [-2.70, -4.61, -3.50], [5.86, 13.90, 4.92], [-1.10, -0.81, -3.59], [2.58, -0.82, 1.21], [-1.83, -0.65, 1.41], [-0.99, -0.31, 1.34], [-4.46, -10.89, -0.81], [-0.07, 1.42, 2.15], [-1.86, -0.32, 2.18], [9.88, -1.23, 1.90], [0.01, -0.98, 1.52], [-12.51, 7.77, -9.36], [-1.47, 3.72, -0.66], [-0.06, 0.40, 6.40], [0.84, 0.03, -0.47], [-1.07, -0.97, -1.47], [0.04, -0.84, -0.08], [1.42, -1.27, -0.45], [0.33, 1.24, 0.76], [9.86, -9.99, 8.02], [-1.15, 0.35, 1.00], [0.55, -0.34, 1.68], [0.23, -2.01, 5.79], [-1.60, -0.48, -0.30]],
  "mulliken_charge": [-2.0091, 0.5874, -0.2878, 0.0001, 0.4664, -0.0340, 0.2860, 0.4003, -0.5886, -0.5246, 0.3915, 0.3797, -0.3633, 0.6239, -0.3000, 0.1924, 0.0589, -0.2009, -0.8412, -0.6001, 0.4630, -0.1613, 0.4213, 0.7074, -0.2477, 0.1527, -0.7927, 0.7505, -1.6502, -0.5511, -1.1453, 0.4605, 0.3888, 0.3435, 0.5318, 0.3579, 1.0997, -0.0356, 0.3112, 0.5341, 0.4248]
}

***

Record 2
{
  "formula": "C16H19BrN4O3S",
  "method": "wB97M-V/def2-TZVPD",
  "orbital_gap_ev": 8.8716,
  "charge": 0,
  "lumo_ev": 0.3,
  "max_force_ev_per_a": 1.1,
  "symbols": ["C", "H", "H", "H", "C", "C", "C", "C", "C", "C", "C", "N", "C", "O", "C", "H", "H", "C", "N", "S", "O", "O", "C", "C", "C", "C", "N", "C", "N", "H", "H", "H", "Br", "H", "H", "H", "H", "H", "H", "H", "H", "H", "H", "H"],
  "xyz": [[1.14198, -0.20545, -3.76979], [0.47048, -0.15833, -4.62382], [0.98279, -1.15289, -3.26050], [2.16732, -0.18027, -4.13398], [0.88184, 0.97441, -2.83085], [1.83148, 0.96816, -1.66813], [2.81408, 1.95032, -1.58796], [3.78198, 1.94427, -0.60213], [3.80563, 0.91853, 0.32677], [2.83485, -0.06118, 0.27649], [1.83244, -0.02657, -0.68813], [0.86340, -1.06345, -0.62733], [-0.48074, -0.90901, -0.58380], [-1.04449, 0.15591, -0.75004], [-1.21882, -2.20698, -0.27872], [-1.01640, -2.47443, 0.76116], [-0.83294, -3.00711, -0.91393], [-2.73970, -2.10452, -0.47536], [-3.36415, -0.95539, 0.13634], [-3.32446, -0.82371, 1.79088], [-3.34544, -2.14307, 2.34583], [-4.36500, 0.10459, 2.14294], [-1.76906, -0.03427, 2.19051], [-0.75296, -0.75159, 2.77035], [0.46732, -0.11521, 2.96515], [0.61256, 1.20270, 2.55905], [-0.37624, 1.90075, 2.04478], [-1.56805, 1.32292, 1.86325], [-2.55852, 2.06056, 1.33689], [-2.38497, 3.04377, 1.21741], [-3.50385, 1.71441, 1.44328], [1.55568, 1.72151, 2.66280], [1.91243, -1.05059, 3.75937], [-0.92495, -1.77719, 3.06351], [-3.05995, -0.08981, -0.29327], [-3.21199, -2.98477, -0.03459], [-2.97496, -2.06816, -1.54192], [1.22977, -1.95213, -0.31228], [2.85031, -0.86865, 0.99423], [4.56933, 0.87933, 1.08826], [4.52661, 2.72507, -0.57040], [2.82130, 2.73401, -2.33165], [-0.14719, 0.93924, -2.47318], [1.01125, 1.90425, -3.38747]],
  "atomic_forces_ev_per_a": [[-0.05, 0.16, 0.01], [-0.04, -0.06, -0.11], [0.01, -0.10, 0.00], [0.07, -0.05, -0.06], [-0.11, -0.14, -0.10], [-0.14, 0.04, -0.01], [0.00, -0.01, 0.06], [0.08, 0.03, 0.03], [0.05, -0.01, -0.02], [-0.05, -0.04, -0.08], [0.20, 0.26, 0.12], [0.43, -0.19, -0.06], [-0.11, -0.48, 0.09], [-0.02, 0.13, -0.16], [-0.36, 0.16, -0.12], [0.10, -0.07, -0.05], [0.05, -0.02, 0.07], [0.45, -0.48, -0.01], [-0.36, 0.24, 1.01], [-0.08, 0.26, -0.32], [0.29, -0.14, -0.14], [0.12, 0.05, -0.06], [-0.67, -0.20, -0.12], [0.31, 0.13, 0.14], [-0.05, -0.31, 0.04], [0.08, -0.28, 0.15], [-0.44, 0.38, -0.24], [0.34, -0.18, 0.18], [-0.32, 0.26, -0.24], [0.00, -0.04, -0.01], [0.07, 0.32, 0.05], [0.13, -0.05, 0.05], [-0.05, 0.06, -0.01], [0.06, -0.09, 0.03], [0.01, 0.20, 0.01], [0.09, -0.03, -0.26], [-0.05, -0.01, 0.13], [-0.19, 0.08, -0.07], [-0.07, -0.05, 0.12], [0.08, 0.00, 0.08], [0.07, 0.07, 0.00], [-0.03, 0.07, -0.08], [0.11, 0.11, -0.09], [0.00, 0.02, 0.05]],
  "mulliken_charge": [-1.2229, 0.3681, 0.3088, 0.3567, -0.3734, 0.5076, -0.7053, -0.7322, -0.7225, -0.3627, 0.4183, 0.1309, 0.6002, -0.8095, -0.7822, 0.3145, 0.6008, -1.1604, -0.2013, 1.2737, -0.6798, -0.8057, 0.2164, -0.2565, -0.2014, -0.2605, -0.6595, -0.0498, -0.2490, 0.2841, 0.2345, 0.4451, -0.1546, 0.6396, 0.4193, 0.3899, 0.4394, 0.2983, 0.4562, 0.4306, 0.4036, 0.3648, -0.0635, 0.5515]
}

***

Record 3
{
  "formula": "C16H19Cl2O6",
  "method": "wB97M-V/def2-TZVPD",
  "orbital_gap_ev": 4.7651,
  "charge": -1,
  "lumo_ev": 1.7,
  "max_force_ev_per_a": 6.4,
  "symbols": ["C", "C", "O", "C", "C", "C", "C", "C", "C", "O", "O", "C", "C", "O", "H", "H", "H", "H", "H", "H", "H", "H", "H", "H", "H", "H", "H", "H", "H", "H", "H", "Cl", "C", "C", "C", "O", "C", "Cl", "C", "C", "O", "H", "H"],
  "xyz": [[-3.62349, 3.01403, -1.28477], [-3.04917, 2.63501, 0.04775], [-1.89013, 1.82802, -0.26393], [-1.27717, 1.35193, 0.82279], [0.00321, 0.58781, 0.62094], [1.15834, 1.23004, 1.44195], [1.00202, 0.81918, 2.89709], [1.21707, 2.74035, 1.31746], [0.38211, 0.44711, -0.83824], [-0.21831, 0.79951, -1.83110], [1.56017, -0.22334, -0.91484], [2.03648, -0.56676, -2.24075], [1.15525, -1.54103, -2.97223], [-1.74539, 1.52482, 1.94529], [-4.51373, 3.62916, -1.14515], [-2.89966, 3.58496, -1.87438], [-3.91153, 2.12575, -1.85447], [-2.72963, 3.52354, 0.61000], [-3.75844, 2.05392, 0.65055], [2.07799, 0.77872, 1.05056], [1.29398, -0.23137, 2.99014], [1.67867, 1.41875, 3.51571], [-0.03907, 0.97605, 3.20440], [1.24711, 3.05686, 0.27110], [0.35835, 3.18689, 1.83471], [2.13347, 3.08858, 1.81193], [2.12999, 0.36326, -2.81287], [3.02048, -0.99623, -2.04230], [1.61564, -1.77299, -3.93552], [1.02773, -2.48036, -2.42259], [0.17957, -1.08299, -3.15897], [3.05909, -4.38138, 1.15107], [1.55414, -3.68737, 0.74715], [0.61830, -4.36823, 0.04855], [-0.61377, -3.73424, -0.42915], [-1.32144, -4.23453, -1.30285], [-0.86693, -2.35965, 0.13952], [-2.33354, -1.59772, -0.31741], [0.05800, -1.67882, 0.81494], [1.34004, -2.25866, 1.14781], [2.25327, -1.61309, 1.68968], [0.82157, -5.38928, -0.25607], [-0.19065, -0.56623, 1.12650]],
  "atomic_forces_ev_per_a": [[-0.28, 0.17, -0.39], [0.32, -0.34, -0.19], [-0.78, 0.58, 0.38], [1.04, -0.84, 0.93], [-0.35, 5.72, -2.86], [-0.39, -1.07, 0.05], [0.21, -0.05, 0.30], [0.21, 0.10, 0.05], [-0.47, 0.40, 0.78], [0.44, -0.23, -0.02], [0.41, -0.35, -0.79], [-0.02, 0.50, 0.62], [-0.38, -0.17, -0.16], [-0.05, 0.12, -0.42], [-0.05, 0.05, -0.01], [-0.07, -0.12, 0.06], [0.10, 0.09, 0.07], [-0.11, -0.29, 0.02], [0.22, 0.19, -0.05], [-0.13, 0.22, 0.17], [-0.24, 0.29, 0.22], [-0.09, -0.05, 0.14], [0.39, -0.04, 0.14], [-0.10, 0.09, 0.06], [0.12, 0.05, -0.22], [-0.14, 0.11, -0.07], [0.09, -0.15, 0.03], [0.00, 0.14, -0.10], [0.02, -0.05, -0.01], [0.00, 0.18, -0.03], [0.15, -0.26, 0.06], [0.49, -0.28, 0.05], [-1.38, -0.13, -0.15], [1.13, -0.04, 0.52], [-0.74, 1.72, -1.23], [0.42, -0.25, 1.07], [1.08, -1.28, -1.21], [-0.84, 0.07, 0.11], [-0.71, -3.75, 2.25], [1.33, 0.95, 0.53], [-0.89, -1.27, -0.92], [-0.13, 0.07, -0.10], [0.15, -0.82, 0.35]],
  "mulliken_charge": [-1.2088, -0.2152, -0.1499, -0.1811, 2.1876, 0.3179, -1.2850, -1.7558, -0.4525, -0.6509, -0.2942, -0.4248, -0.8956, -0.6858, 0.4090, 0.2873, 0.2875, 0.2427, 0.2904, 0.4168, 0.3023, 0.4632, 0.1908, 0.3757, 0.2856, 0.4928, 0.2657, 0.3690, 0.4293, 0.0918, 0.2842, -0.2087, 0.3652, -0.5233, 0.1028, -0.6949, 0.7222, -0.2068, -0.9196, 0.6941, -0.7302, 0.4324, 0.1767]
}